Record 1
Formula: C42H48BCsF5N12O4
Source: the OMol25 dataset
Level of theory: ωB97M-V with the def2-TZVPD basis set

Properties
Relative energy (zero: lowest compared OMol25 entry of this formula, charge and spin) = 250.3 kJ/mol
LUMO energy (spin up / spin down) = -0.4 / -0.9 eV

Structure (ORCA input):
```
! wB97M-V def2-TZVPD RIJCOSX def2/J DEFGRID3
* xyz 0 2
Cs 0.45933 -0.13226 -0.19356
F 6.81114 0.40792 -4.79925
F 4.87866 0.81855 -5.59094
F 6.11912 -2.30676 -4.77800
F 4.97367 -0.19250 -3.67095
F 6.02795 -1.51083 -6.79457
O -0.86803 -0.58611 2.57371
O -0.68672 2.55330 1.44936
O -1.35995 0.68670 -2.35280
O -1.52680 -1.67278 1.95403
N 0.87404 -5.27761 0.84508
N 2.16490 -5.75093 0.83005
N 1.71416 -3.02061 1.56654
N -1.30227 -2.81139 2.62061
N 2.66899 -2.53870 0.72372
N -0.58390 -3.85171 2.14410
N -4.26142 0.84240 -1.20548
N 0.98738 2.45825 -2.51373
N -0.01455 -3.25714 -0.34073
N -3.46268 2.94451 2.20331
N -1.33708 -3.03797 -0.59559
N 2.49829 2.51582 1.37713
C 3.18854 -1.99110 2.86424
C 0.11577 5.55157 4.24057
C 0.59158 6.71380 5.09391
C -1.21943 -4.27145 4.24901
C 1.97419 -2.62236 2.81820
C 2.97603 2.99112 -0.94140
C -3.16043 1.47046 2.38214
C -2.60372 -1.98436 4.46166
C -3.34135 3.63747 -6.67396
C -1.48321 4.23453 3.01116
C 0.70193 -7.35961 0.08238
C -4.27497 1.12218 -2.50833
C 5.51891 -1.40095 -5.56834
C -0.47324 3.38772 2.37278
C 3.32292 -7.83281 0.28377
C -1.18401 5.37667 3.83250
C 3.58712 -1.96899 1.50292
C 0.72592 -3.22298 -1.48005
C -1.41218 -2.77130 -1.88830
C -3.76522 0.64773 1.21118
C 2.29555 3.18062 -2.30448
C -1.67869 3.29037 -4.78981
C -3.23200 1.12128 -0.15212
C -1.71358 -3.02909 3.85464
C 1.97409 2.70036 2.53186
C 1.08761 4.58430 3.80091
C 2.06117 -6.98895 0.40168
C -3.73547 2.16476 -4.65028
C -0.56588 -4.76762 3.10128
C 0.20261 3.06463 -3.28825
C 0.02743 -6.18782 0.42101
C -3.30345 1.59610 -3.39459
C 5.56893 -0.06233 -4.88201
C 2.00788 3.20771 0.20942
C 4.74860 -1.35358 0.89528
C -2.83675 4.02079 2.69126
C -1.10760 2.63281 -3.76055
C -2.71102 -2.48000 -2.54429
C 0.85678 3.55498 2.91842
C -1.88032 1.54187 -3.09934
C -2.92880 2.98829 -5.38592
C -0.12741 -2.84357 -2.49957
B 0.52563 -3.79526 0.92851
H 0.99988 2.84263 -0.10214
H 1.35513 -2.78900 3.67029
H 5.37583 -0.85183 1.67641
H 1.87023 4.29155 0.46433
H -4.70078 1.91928 -5.03599
H 4.55667 -0.60622 0.20666
H -3.44324 4.91590 2.85088
H 1.10889 6.27967 5.94875
H -2.83400 3.13652 -7.49793
H 5.44617 -2.03364 0.47407
H 0.47762 4.03967 -3.69489
H -3.51370 -0.35279 1.30891
H 2.90229 2.76238 -3.13209
H -3.55249 -2.11457 3.97956
H -2.78127 -3.05325 -3.48286
H -1.07167 -5.97234 0.36120
H 2.03028 4.62498 4.32937
H -2.30014 0.62091 -0.36382
H -3.06799 2.21638 -0.15062
H -1.06496 4.06607 -5.22552
H -2.08896 1.19294 2.43017
H -3.07817 4.68919 -6.66580
H 3.33121 1.99249 -0.77358
H -4.89182 0.77473 1.20153
H -5.24375 1.07257 -2.96418
H 0.05088 -2.80246 -3.54881
H -3.62156 -2.72698 -1.95159
H 1.74127 -3.45118 -1.43053
H 1.22182 7.37030 4.53052
H -1.22702 -4.81823 5.14390
H -2.79691 -1.43342 -2.76339
H 0.30961 -8.29568 -0.28001
H 3.26912 -8.42250 -0.58728
H -0.27446 7.31745 5.41651
H -2.01322 6.03738 4.08837
H 3.84780 3.67275 -0.79782
H -4.41383 3.52714 -6.89924
H -2.12450 -1.00571 4.29641
H -5.18413 0.69678 -0.84981
H 2.18252 4.25892 -2.53886
H 2.49050 2.14076 3.27682
H -2.76849 -2.19867 5.53395
H 0.02274 -5.65982 2.99440
H -4.46065 3.18245 2.25602
H 4.22604 -7.22491 0.22770
H 3.47015 -8.51929 1.13092
H 3.69541 -1.64541 3.75480
H -3.55902 1.20801 3.38324
*
```

Here are the Löwdin charges for atoms 1 to 4, given in e:
1. Cs 1.10
2. F 0.18
3. F 0.17
4. F 0.12

Record 2
Formula: C42H48Br2F35N3O5S
Source: the OMol25 dataset
Level of theory: ωB97M-V with the def2-TZVPD basis set

Properties
LUMO energy = -0.5 eV

Structure (ORCA input):
```
! wB97M-V def2-TZVPD RIJCOSX def2/J DEFGRID3
* xyz 0 1
Br -1.00604 1.40606 3.09759
Br 1.57928 -0.34314 6.48134
S 1.27034 2.47612 -0.42034
F 11.50168 3.02732 7.62069
F 10.14714 2.46626 5.98619
F -6.27390 -8.66022 -4.13676
F 11.42472 4.57402 4.49207
F 1.45811 0.40398 3.57066
F 7.99803 5.68708 3.07394
F -5.64887 -13.72161 -6.93301
F -6.53682 -6.16547 -2.28283
F 5.17538 -4.18301 -1.28861
F 3.09557 -2.36757 -1.22777
F -5.73950 -10.76272 -4.40299
F -6.15493 -4.09010 -2.79949
F -5.44837 -4.67923 -6.68742
F 4.00285 -3.40278 3.36168
F -6.23895 -2.52889 -4.93764
F -0.79406 0.91033 6.22190
F -8.69843 -4.68937 -3.17322
F -2.96769 -13.09515 -7.17275
F -5.19309 -8.89929 -6.53708
F 7.40342 6.38625 5.70813
F 12.63251 2.87914 5.17650
F 4.85088 -4.54764 0.84893
F -3.94312 -12.51372 -5.31918
F 6.36625 -2.52427 4.17417
F -3.39665 -3.94628 -6.39965
F -7.79968 -4.67665 -5.17467
F -5.25461 -2.04742 -6.83232
F -0.56139 -0.87685 4.99242
F 6.34829 -2.44383 1.98486
F -6.10580 -11.58308 -7.09305
F -3.82932 -7.92160 -5.12045
F 4.92160 -1.79287 -0.19534
F 3.91891 -1.40149 4.26396
F 9.50003 6.33884 5.14286
F 8.82654 3.80475 3.83494
O -3.39564 -10.97529 -6.87229
O -5.28751 0.80382 -4.36780
O -5.46311 -5.76018 -4.14793
O 3.08039 -2.39627 0.95604
O 8.61285 4.72223 6.43687
N 1.75136 2.42896 1.11016
N 0.82350 4.00451 -0.55534
N 4.38770 5.54523 4.77324
C 0.11528 6.85442 0.00809
C 3.45386 -1.53296 2.01299
C 4.28045 -4.08996 -0.27959
C 0.78566 5.93380 0.98501
C -6.23291 2.30378 -2.72234
C -4.90200 3.37161 -0.80066
C -5.23964 -9.52075 -4.25499
C -3.21348 -10.00916 -5.85848
C -5.24822 2.08726 -1.57453
C -2.14568 5.80313 -0.66193
C 8.43140 5.55986 5.37952
C -5.07347 -2.60809 -5.61237
C -4.40591 -4.93129 -4.57877
C -4.40057 -9.11866 -5.47296
C 1.95399 5.96713 4.59190
C -5.54698 0.81670 -5.75565
C -5.18469 -12.52674 -7.35934
C 10.82572 3.49581 6.52882
C 3.86077 -2.61711 -0.13637
C 1.56578 3.66423 1.60868
C 3.35529 6.57945 4.63802
C -3.39971 3.56805 -0.62033
C -6.43036 1.04582 -3.55786
C 1.63953 5.38830 3.23443
C 0.53364 1.12639 4.27051
C 2.26832 3.02152 3.93629
C 9.85804 4.54582 7.08291
C -4.63061 -4.05873 -5.81450
C 1.11423 6.28971 2.24850
C 11.93469 3.96241 5.57964
C 1.03974 4.57384 0.64051
C 1.09030 2.46155 4.75357
C 1.84323 4.06941 2.94120
C -6.43977 -5.29594 -3.32064
C -3.01845 4.84271 0.15172
C -7.82221 -5.31683 -3.99006
C -3.86122 -12.23435 -6.63178
C 0.06293 0.22721 5.43422
C 4.30086 -2.10446 3.15453
C -1.42158 6.85737 0.19864
C 7.98586 4.81709 4.10886
C 5.81911 -1.90834 3.10225
H -3.63119 -5.62833 -4.88249
H -1.40220 5.21463 -1.20056
H -4.33627 1.66735 -2.01022
H -7.32438 1.13562 -4.17881
H 3.41953 7.26762 5.47994
H -5.63968 1.32175 -0.89955
H 0.51301 7.86364 0.11345
H -8.13216 -6.35284 -4.13931
H -2.99409 2.68117 -0.12682
H -4.65484 0.44523 -6.25341
H 0.26891 3.17570 4.74126
H 2.99501 3.43311 4.63439
H -5.00569 -12.56645 -8.43526
H 10.36728 5.49743 7.24000
H -5.81442 3.07393 -3.37673
H 3.40284 -4.69509 -0.51413
H 5.25835 5.94791 5.08949
H -2.94955 3.59436 -1.61732
H -6.55499 0.18375 -2.89518
H 1.23765 6.76081 4.81061
H -2.74782 -10.43885 -4.97043
H -4.00231 -4.34741 -3.75076
H -3.93602 5.35904 0.44761
H -4.63253 -9.47809 -3.34691
H 9.58269 4.15897 8.06231
H 3.88231 -0.60202 1.63898
H 1.87234 5.19971 5.36041
H 4.54668 5.14479 3.85556
H 0.94529 7.31766 2.54915
H -5.76564 1.82714 -6.11679
H -5.38949 3.35064 0.17600
H 6.06161 -0.84327 3.14537
H 3.49665 7.16886 3.72417
H -2.75862 6.30059 -1.41678
H -1.80936 7.85909 0.01542
H 0.34332 6.50831 -1.00017
H -1.62261 6.63657 1.24973
H -2.48491 4.58208 1.06830
H 1.39374 2.35972 5.79519
H -6.38467 0.16425 -6.01251
H 2.76209 2.22968 3.37730
H 6.97512 4.42187 4.23211
H -5.30451 4.22660 -1.35186
H 12.61054 4.64703 6.09872
H 2.50712 -1.28380 2.48571
H -7.20081 2.64044 -2.34417
H -2.49823 -9.31532 -6.29664
H -4.30622 -2.04546 -5.07329
*
```

Here are the Löwdin charges for atoms 1 to 4, given in e:
1. Br 0.84
2. Br 0.89
3. S 1.01
4. F 0.10

Record 3
Formula: C42H49Br12N5O10
Source: the OMol25 dataset
Level of theory: ωB97M-V with the def2-TZVPD basis set

Properties
LUMO energy = -0.8 eV

Structure (ORCA input):
```
! wB97M-V def2-TZVPD RIJCOSX def2/J DEFGRID3
* xyz 0 1
Br -1.66008 0.46540 6.06356
Br 1.51509 -2.14569 -3.70751
Br -6.35948 -0.80847 2.39609
Br -4.77965 -1.03334 5.68570
Br -6.96831 1.19683 -1.09053
Br -4.59476 -3.70537 0.79475
Br -6.80868 2.68201 5.39211
Br -0.63894 -6.22680 -3.66950
Br 3.21728 -3.13336 4.12297
Br -3.40718 2.79253 2.24654
Br 1.72482 -1.49131 6.70274
Br -6.96081 4.63123 0.28759
O 1.82576 1.48575 -1.11918
O 3.11145 1.30709 -2.83455
O -1.32603 6.32236 5.35195
O -1.79321 4.25375 5.71695
O -0.03554 0.64260 -6.52768
O 1.44828 1.96452 -5.64761
O 2.22248 -6.04254 -0.68910
O -0.97760 -0.39281 2.23020
O 0.67142 -0.48732 0.83538
O 4.09728 -6.63404 -1.64805
N 3.31014 -5.80043 -1.19173
N 1.12307 1.00069 -6.30891
N -1.19124 5.12865 5.19777
N 2.89392 1.44478 -1.63568
N -0.50022 -0.41689 1.12253
C -2.77171 -0.52473 0.30983
C 5.20107 -2.74383 -2.11627
C 0.57600 3.07682 2.56726
C 4.77360 -1.84719 -1.13228
C -6.05131 3.87687 -1.23599
C -0.21786 4.72802 4.09021
C 4.65318 -4.01532 -2.21055
C -0.93779 -0.02865 -1.24752
C 2.34497 -1.44823 3.94654
C 6.38738 2.01974 -0.42955
C -0.27527 3.44110 3.58951
C 4.99955 1.28801 1.44407
C 3.53005 0.58823 -6.68875
C 4.52738 -0.18247 -7.20627
C -3.63224 -0.52594 -0.76558
C -1.86872 0.08241 -2.28550
C 5.28031 1.90543 -1.26722
C -6.93713 -1.90373 0.95985
C 1.85644 -0.99250 -7.47707
C 1.57274 5.25281 2.67314
C 2.89460 -1.83238 -7.82897
C 4.19396 -1.44354 -7.73109
C 3.72867 -2.19397 -0.29450
C -4.45445 2.46596 3.83916
C -3.34102 -1.28175 4.55806
C -3.19715 -0.19399 -2.03612
C 1.48382 4.00384 2.14629
C -5.52536 2.49330 -1.11130
C 3.16545 -3.45176 -0.28138
C -6.50116 -3.38624 1.06276
C 3.71460 -4.31686 -1.21241
C 1.22137 -4.13705 -4.05298
C 0.66860 5.64434 3.61069
C 2.22780 0.18215 -6.84116
C 6.20256 1.69766 0.90227
C 4.05986 1.54745 -0.74422
C -1.43595 -0.29085 0.00127
C 3.91476 1.22322 0.59935
C -0.00476 -4.46039 -3.14342
C 2.53433 -0.64703 5.22793
C -2.05714 -1.27368 5.34944
C -5.82933 2.97893 3.69935
H 2.64131 -2.74154 -8.35035
H 5.50886 0.25015 -7.29671
H -6.95396 -3.91421 0.20803
H -4.96197 2.35164 -0.19445
H -8.01035 -1.92110 1.04701
H -3.93395 3.02505 4.60510
H -1.58275 0.33107 -3.27724
H -4.39916 1.39929 4.08815
H 2.83296 -0.85600 3.17898
H 5.99738 -2.39605 -2.76349
H -3.36625 -2.29563 4.22742
H 7.37363 2.30529 -0.77934
H -6.82889 3.96308 -1.98966
H 3.30775 -1.53976 0.45792
H 0.41751 2.09539 2.10554
H -6.56632 -1.44726 0.06049
H 3.50796 -0.34135 5.53158
H 0.65828 6.64164 4.04577
H 4.96609 0.97789 2.48407
H -1.26627 -1.55262 4.65455
H 0.91282 -4.18587 -5.10101
H -6.26532 2.42072 2.85260
H -3.81877 -0.13464 -2.89970
H -3.36960 -0.50468 3.82588
H -5.17919 4.48625 -1.26590
H 2.04417 3.83219 1.23966
H 7.07839 1.69362 1.54999
H -3.01488 -0.72293 1.35644
H -6.70461 -3.85506 2.02478
H 4.96001 -2.09818 -8.13775
H 0.34531 -4.49651 -2.10267
H -0.85402 -3.76054 -3.21999
H 5.01939 -4.63771 -2.99616
H 0.81817 -1.24074 -7.52736
H 1.29350 -1.66808 3.92084
H -1.02777 2.83804 4.09383
H 0.11578 0.16073 -1.42930
H 2.37791 -3.77978 0.36223
H -5.95075 4.02367 3.56875
H 5.26730 2.07423 -2.32953
H 3.72173 1.54275 -6.18430
H 5.25199 -0.86794 -1.07268
H 2.31862 5.90881 2.24767
H -4.87930 2.37569 -1.95290
H 1.94499 0.26691 5.06045
H -4.65808 -0.80305 -0.56713
H -1.97537 -1.95779 6.20449
H 2.90519 1.03898 0.90967
H 2.14660 -4.65813 -3.78798
*
```

Here are the Löwdin charges for atoms 1 to 4, given in e:
1. Br 0.65
2. Br 0.60
3. Br 0.68
4. Br 0.70

Record 4
Formula: C42H49ClFN6O7Pd
Source: the OMol25 dataset
Level of theory: ωB97M-V with the def2-TZVPD basis set

Properties
Relative energy (zero: lowest compared OMol25 entry of this formula, charge and spin) = 0.9 kJ/mol
LUMO energy = -3.3 eV

Structure (ORCA input):
```
! wB97M-V def2-TZVPD RIJCOSX def2/J DEFGRID3
* xyz 1 1
Pd 0.11126 0.05755 -0.02789
Cl -6.01976 1.97974 2.73920
F 6.48130 -1.98892 -1.30246
O -1.80890 0.05360 0.44659
O -1.47029 -6.25508 -0.85138
O 0.55108 1.65066 7.54335
O 2.09688 0.04962 -0.40116
O 0.12536 1.99390 0.47530
O 1.01402 3.72590 1.52778
O 0.09083 -1.83252 -0.55216
N 1.05618 0.05889 2.92926
N 0.91530 -0.15145 5.16980
N 8.41072 -0.40925 -0.11451
N 4.81907 2.52929 1.34966
N 0.08970 0.82037 4.73131
N 10.89425 -0.56181 0.02367
C 2.51617 2.08103 0.79222
C 8.95044 -0.45902 -1.47395
C 1.36493 4.54892 7.07398
C 0.17368 0.91967 3.39804
C -0.09498 2.52992 6.61636
C -3.12639 -3.33480 0.36530
C 5.25114 1.39224 0.68999
C 1.11261 2.64982 0.94975
C -2.16933 -2.29470 0.19640
C 10.46012 -0.19931 -1.37258
C 6.04837 -0.88956 -0.64216
C -0.77112 1.58996 5.60801
C -0.23944 -6.65320 -1.43037
C -3.14471 4.13301 4.48353
C 0.46544 4.27055 4.77550
C 4.30660 0.56167 0.07899
C 0.96577 3.51597 6.01052
C -2.88396 -4.62490 0.02386
C -1.22672 3.20330 7.43558
C 6.45299 2.98200 3.23583
C 1.47859 -0.56864 4.05783
C -2.54500 -0.95943 0.53654
C 6.61506 1.06352 0.61910
C -0.89349 -2.64210 -0.34803
C -0.66168 -3.99491 -0.71191
C 8.76383 -1.62803 0.61735
C 5.41330 4.06254 3.27133
C -2.20414 4.22706 6.83636
C -1.62430 -4.95432 -0.53189
C -3.15986 3.68529 5.79979
C -4.08373 2.70286 6.15085
C -4.01047 3.60816 3.53272
C -3.93010 -0.65513 1.04406
C 4.71927 -0.59692 -0.59071
C -4.91121 2.62940 3.91126
C 3.50542 2.83512 1.34811
C 5.77252 3.42176 1.97053
C 2.87094 0.86979 0.13546
C 2.24563 2.76528 5.59864
C -4.95887 2.17124 5.21886
C 7.01509 -0.07377 -0.04050
C 10.27663 -1.85786 0.46131
H 0.15900 3.61230 3.96421
H -4.09277 -3.08990 0.78182
H 7.49101 3.25197 3.37291
H 4.45873 3.80978 3.71024
H 0.53707 5.20300 7.34962
H 8.48814 0.31876 -2.07698
H 5.72683 5.08532 3.41895
H 3.03820 3.50381 5.45159
H 10.54882 0.17092 0.64703
H 2.20075 -1.36907 4.05644
H -1.37730 0.88799 6.18126
H 11.03960 -0.80950 -2.06227
H -4.12668 2.34764 7.17433
H 10.71372 0.84838 -1.51887
H -0.35300 4.95002 4.99860
H 2.56781 2.05958 6.36148
H -3.61952 -5.40480 0.15658
H -0.74765 3.67602 8.29699
H 3.97739 -1.23394 -1.05345
H -3.98594 3.95771 2.50980
H -2.44359 4.90061 4.18141
H 0.30850 -4.21735 -1.12900
H -5.67933 1.41546 5.49981
H 10.51383 -2.58760 -0.31032
H -0.41757 1.61043 2.81472
H -0.05968 -6.12661 -2.37017
H 7.36256 1.68800 1.08519
H -1.80919 2.37601 7.85079
H 8.75263 -1.41914 -1.96236
H 0.79549 2.15913 8.32393
H 11.91041 -0.59418 0.08811
H -0.32840 -7.71846 -1.62124
H 6.16648 2.01734 3.63322
H 1.75137 4.08132 7.98373
H -1.43266 2.15401 4.95557
H 6.34329 4.00792 1.25981
H -4.13577 -1.20065 1.96538
H 3.21683 3.75561 1.83736
H 2.16130 5.18254 6.67980
H -2.79744 4.60172 7.67557
H 10.74742 -2.16590 1.39148
H 2.12099 2.22157 4.66132
H -4.68388 -0.94060 0.30996
H -1.67887 5.09411 6.43963
H 8.50301 -1.48522 1.66544
H 8.23645 -2.51265 0.24867
H 1.28068 4.87863 4.37600
H 0.59236 -6.47222 -0.74572
H -4.00294 0.41091 1.23545
*
```

Here are the Löwdin charges for atoms 1 to 4, given in e:
1. Pd 1.09
2. Cl 0.68
3. F 0.07
4. O -0.09

What energy values result from the calculations? In sequence: -3131.40006; -11211.22665; -33543.69168; -3172.80116 a.u..